Arrangement w

6 unconnected molecules or ions with the total composition C6H27N2O5. Source: OMol25; level of theory: the ωB97M-V functional and the def2-TZVPD basis.

Structure (ORCA input):
```
! RIJCOSX wB97M-V def2-TZVPD def2/J DEFGRID3
* xyz 1 1
C 1.074 -0.666 -1.203
N -0.016 -1.168 -0.265
C 0.270 -1.200 1.237
C -0.080 -2.442 1.950
C -1.538 -2.870 1.648
C 0.093 -2.015 3.517
C 0.256 -0.173 -2.417
N -1.230 0.029 -2.012
H 1.686 -0.025 -0.718
H 1.580 -1.487 -1.719
H -0.168 -2.241 -0.424
H -0.485 -0.345 1.594
H 1.174 -0.688 1.488
H 0.597 -3.272 1.811
H -1.951 -1.934 1.591
H -1.669 -3.750 0.725
H -2.125 -3.379 2.451
H -0.692 -1.347 3.837
H 1.083 -1.561 3.855
H 0.071 -2.872 4.156
H 0.479 -0.807 -3.409
H 0.556 0.812 -2.903
H -1.467 0.912 -2.451
H -1.911 -0.702 -2.446
H -1.297 0.093 -0.916
H -3.144 -3.110 -1.459
H -3.865 -2.159 -2.646
O -3.031 -2.418 -2.181
H -1.483 3.730 -2.374
H -0.037 3.312 -1.924
O -0.913 2.968 -2.348
H 2.113 3.256 -1.086
H 1.640 4.769 -0.911
O 1.496 3.971 -1.467
H 0.546 2.689 2.377
H 0.882 4.044 2.652
O 1.206 3.362 2.051
H 4.142 2.831 -0.359
H 2.891 3.157 0.680
O 3.268 2.695 0.017
*
```

Values from the calculation:
- Frontier orbital gap: 10.15 eV
- HOMO: -0.462 Ha

Arrangement x

6 unconnected molecules or ions with the total composition C6H27N2O5. Source: OMol25; level of theory: the ωB97M-V functional and the def2-TZVPD basis.

Structure (ORCA input):
```
! RIJCOSX wB97M-V def2-TZVPD def2/J DEFGRID3
* xyz 1 1
N 0.965 -0.602 -1.891
C 0.600 0.365 -0.756
C -0.438 1.352 -1.319
C -1.738 0.716 -1.797
C -0.672 2.501 -0.341
C 0.246 -0.471 0.478
N 0.388 0.309 1.690
C 1.068 -0.381 2.762
H 0.314 -1.391 -1.852
H 1.899 -0.966 -1.632
H 1.046 -0.173 -2.811
H 1.521 0.903 -0.542
H 0.076 1.801 -2.183
H -2.349 0.442 -0.941
H -1.559 -0.209 -2.354
H -2.315 1.398 -2.420
H 0.274 2.909 0.023
H -1.309 2.203 0.498
H -1.242 3.321 -0.788
H -0.724 -0.940 0.385
H 0.951 -1.313 0.482
H 0.825 1.191 1.522
H 0.469 -1.190 3.193
H 1.989 -0.905 2.455
H 1.305 0.304 3.574
H 2.942 1.699 1.911
H 3.393 2.940 1.188
O 2.954 2.092 1.027
H 4.027 -0.318 -0.728
H 3.932 -1.492 0.161
O 3.453 -1.086 -0.576
H -3.123 -3.005 0.514
H -3.928 -1.785 0.028
O -3.445 -2.569 -0.281
H -1.220 -3.497 -1.319
H -1.747 -2.074 -1.169
O -0.925 -2.581 -1.308
H -3.131 0.317 2.254
H -1.949 0.306 1.419
O -2.823 -0.121 1.445
*
```

Values from the calculation:
- Frontier orbital gap: 9.69 eV
- HOMO: -0.452 Ha

Most stable: arrangement x (next structure +3.572 eV)

Arrangement w

A single CH3O3PS molecule. Source: OMol25; level of theory: the ωB97M-V functional and the def2-TZVPD basis.

Structure (ORCA input):
```
! RIJCOSX wB97M-V def2-TZVPD def2/J DEFGRID3
* xyz 0 1
O 0.755 0.072 -1.788
C -0.280 -0.404 -1.370
O -1.382 -0.746 -2.107
O -0.575 -0.681 -0.069
P 0.014 -0.334 1.565
S -0.371 1.740 1.847
H -2.233 -1.059 -1.750
H 1.552 -0.184 1.400
H 0.439 2.286 0.975
*
```

Values from the calculation:
- SMILES: O=C(O)OPS
- Frontier orbital gap: 10.74 eV
- HOMO: -0.378 Ha

Arrangement x

2 unconnected molecules or ions with the total composition CH3O3PS. Source: OMol25; level of theory: the ωB97M-V functional and the def2-TZVPD basis.

Structure (ORCA input):
```
! RIJCOSX wB97M-V def2-TZVPD def2/J DEFGRID3
* xyz 0 1
C 0.176 -0.048 0.051
O -2.470 1.872 -0.750
O -3.318 -0.138 0.508
O -2.634 -2.425 0.142
P -3.277 1.529 0.426
S -2.513 -1.173 -0.531
H 0.094 0.407 1.041
H 0.946 -0.845 0.086
H 0.361 0.621 -0.789
*
```

Values from the calculation:
- Frontier orbital gap (alpha / beta): 8.27 / 8.16 eV
- HOMO (alpha / beta): -0.348 / -0.327 Ha

Most stable: arrangement w (next structure +2.519 eV)

Arrangement w

A single C3H3FN2O molecule. Source: OMol25; level of theory: the ωB97M-V functional and the def2-TZVPD basis.

Structure (ORCA input):
```
! RIJCOSX wB97M-V def2-TZVPD def2/J DEFGRID3
* xyz 0 1
N -1.278 -1.905 -0.890
C -0.551 -0.996 -0.781
C 0.409 0.131 -0.629
F 0.632 0.637 -1.842
C -0.233 1.160 0.429
N -0.156 0.950 1.676
O 0.676 -0.255 1.790
H 1.362 -0.260 -0.055
H -0.750 2.055 -0.012
H 0.590 -0.572 2.706
*
```

Values from the calculation:
- SMILES: N#C[C@@H](F)/C=N\O
- Frontier orbital gap: 11.65 eV
- HOMO: -0.406 Ha

Arrangement x

A single C3H3FN2O molecule. Source: OMol25; level of theory: the ωB97M-V functional and the def2-TZVPD basis.

Structure (ORCA input):
```
! RIJCOSX wB97M-V def2-TZVPD def2/J DEFGRID3
* xyz 0 1
O 1.835 1.756 -0.177
N 0.934 0.956 0.078
N 0.428 0.733 1.233
C -0.706 -0.498 0.883
F -1.944 -0.083 1.176
C -0.462 -0.672 -0.574
C 0.473 0.166 -1.006
H -0.337 -1.256 1.450
H -1.023 -1.355 -1.085
H 0.800 0.253 -1.977
*
```

Values from the calculation:
- SMILES: [O-][N+]1=N[C@@H](F)C=C1
- Frontier orbital gap: 9.62 eV
- HOMO: -0.371 Ha

Most stable: arrangement w (next structure +1.051 eV)

Arrangement w

2 unconnected molecules or ions with the total composition C6H18N3. Source: OMol25; level of theory: the ωB97M-V functional and the def2-TZVPD basis.

Structure (ORCA input):
```
! RIJCOSX wB97M-V def2-TZVPD def2/J DEFGRID3
* xyz 1 1
C -0.299 0.574 1.891
C -1.382 0.245 3.029
C 1.168 0.925 2.347
H -0.330 -0.286 1.313
H -0.635 1.473 1.311
H -1.209 -0.763 3.411
H 1.209 0.948 3.461
H 2.132 0.335 2.238
H -2.393 -0.016 2.570
H -1.667 0.963 3.761
H 1.570 1.887 2.119
C -0.356 0.784 -2.300
C -1.950 0.606 -1.913
C 0.784 -0.820 -0.929
N 0.591 0.484 -1.209
N -0.321 -1.613 -0.751
N 2.032 -1.279 -0.717
H -0.089 0.079 -3.145
H -0.185 1.871 -2.444
H -1.980 1.057 -0.843
H -2.537 -0.280 -2.034
H 0.871 1.178 -0.476
H -1.135 -1.426 -1.248
H -0.053 -2.600 -0.361
H 2.755 -0.521 -0.682
H 2.470 -2.159 -0.501
H -2.694 1.232 -2.457
*
```

Values from the calculation:
- Frontier orbital gap: 10.55 eV
- HOMO: -0.516 Ha

Arrangement x

3 unconnected molecules or ions with the total composition C6H18N3. Source: OMol25; level of theory: the ωB97M-V functional and the def2-TZVPD basis.

Structure (ORCA input):
```
! RIJCOSX wB97M-V def2-TZVPD def2/J DEFGRID3
* xyz 1 1
C -2.159 -0.842 0.086
C -0.039 -1.503 -1.132
C -0.342 -1.620 1.445
C -2.155 2.487 0.141
C -0.641 -0.902 0.095
C -0.183 0.454 0.145
N 3.202 -0.157 -0.278
N 0.873 1.116 -0.145
N 1.075 2.509 -0.031
H -2.685 -1.739 -0.103
H -2.509 -0.103 -0.765
H -2.395 -0.569 1.110
H 0.989 -1.929 -1.007
H 0.095 -0.863 -2.013
H -0.776 -2.332 -1.445
H -0.932 -2.459 1.475
H 0.766 -1.876 1.406
H -0.361 -0.966 2.438
H -1.869 2.907 1.181
H -2.791 1.636 -0.028
H -1.950 3.165 -0.570
H 4.059 0.108 -0.804
H 2.865 -0.961 -0.694
H 1.895 0.554 -0.267
H 3.593 -0.389 0.644
H 1.921 2.641 -0.506
H 0.267 3.088 -0.154
*
```

Values from the calculation:
- Frontier orbital gap (alpha / beta): 9.32 / 8.20 eV
- HOMO (alpha / beta): -0.469 / -0.460 Ha

Most stable: arrangement w (next structure +4.235 eV)

Arrangement w

2 unconnected molecules or ions with the total composition CHN2O3. Source: OMol25; level of theory: the ωB97M-V functional and the def2-TZVPD basis.

Structure (ORCA input):
```
! RIJCOSX wB97M-V def2-TZVPD def2/J DEFGRID3
* xyz 1 1
C 2.002 0.080 0.001
N -0.909 -0.082 0.009
N -2.008 0.132 -0.009
O 2.618 1.025 -0.008
O -3.083 0.425 0.002
O 1.387 -0.904 0.013
H -0.008 -0.676 -0.009
*
```

Values from the calculation:
- Frontier orbital gap: 12.97 eV
- HOMO: -0.685 Ha

Arrangement x

2 unconnected molecules or ions with the total composition CHN2O3. Source: OMol25; level of theory: the ωB97M-V functional and the def2-TZVPD basis.

Structure (ORCA input):
```
! RIJCOSX wB97M-V def2-TZVPD def2/J DEFGRID3
* xyz 1 1
C 0.029 -0.482 -1.583
N -0.775 -0.207 -0.747
N 0.533 0.366 1.742
O 0.834 -0.951 -2.223
O 0.242 0.868 2.684
O 0.716 -0.100 0.751
H -1.579 0.505 -0.623
*
```

Values from the calculation:
- Frontier orbital gap (alpha / beta): 8.53 / 8.53 eV
- HOMO (alpha / beta): -0.576 / -0.576 Ha

Most stable: arrangement w (next structure +2.785 eV)

Arrangement w

A molecular structure, C4H14NO3. Source: OMol25; level of theory: the ωB97M-V functional and the def2-TZVPD basis.

Structure (ORCA input):
```
! RIJCOSX wB97M-V def2-TZVPD def2/J DEFGRID3
* xyz -1 1
C 0.077 1.021 1.563
N -0.599 0.560 0.352
C -0.279 -0.828 0.171
C -1.250 -1.433 -0.881
C -1.005 -2.974 -1.070
O 0.194 -3.514 -0.249
H -0.515 0.649 2.407
H 1.100 0.641 1.673
H 0.101 2.103 1.607
H -0.544 1.173 -0.451
H 0.716 -1.033 -0.247
H -0.364 -1.445 1.066
H -1.211 -1.051 -1.905
H -2.193 -1.077 -0.459
H -0.884 -3.182 -2.152
H -1.893 -3.543 -0.804
H 1.166 3.480 -1.393
H 0.321 -2.871 -1.102
O 0.749 2.916 -0.735
H 1.459 3.186 0.469
H 2.822 3.679 0.804
O 2.032 3.543 1.335
*
```

Values from the calculation:
- Frontier orbital gap: 7.15 eV
- HOMO: -0.145 Ha

Arrangement x

A molecular structure, C4H14NO3. Source: OMol25; level of theory: the ωB97M-V functional and the def2-TZVPD basis.

Structure (ORCA input):
```
! RIJCOSX wB97M-V def2-TZVPD def2/J DEFGRID3
* xyz -1 1
C -0.407 -0.318 1.543
O 0.382 0.836 1.281
C -1.837 -0.105 0.995
C -1.983 -0.755 -0.358
C -0.734 -0.478 -1.348
N -0.364 0.973 -1.394
H 0.312 -1.217 1.221
H -0.306 -0.370 2.657
H -2.484 -0.639 1.628
H -1.943 0.991 1.018
H -2.023 -1.875 -0.296
H -2.821 -0.424 -0.944
H -0.894 -0.735 -2.361
H 0.115 -0.905 -0.928
H -0.019 1.324 -0.440
H -1.190 1.575 -1.794
H 2.176 0.759 -1.369
H 3.361 -0.044 -0.927
O 3.016 0.367 -1.647
H 1.619 0.345 1.206
H 3.228 0.702 1.281
O 2.795 -0.007 0.977
*
```

Values from the calculation:
- Frontier orbital gap: 8.11 eV
- HOMO: -0.153 Ha

Most stable: arrangement x (next structure +2.084 eV)

Arrangement w

4 unconnected molecules or ions with the total composition C8H24O4. Source: OMol25; level of theory: the ωB97M-V functional and the def2-TZVPD basis.

Structure (ORCA input):
```
! RIJCOSX wB97M-V def2-TZVPD def2/J DEFGRID3
* xyz 0 1
C 1.137 -0.390 -0.740
C 0.468 -1.422 0.116
O -0.281 -0.724 1.117
H 0.364 0.135 -1.302
H 1.929 -0.892 -1.294
H 1.768 0.241 -0.114
H 1.145 -2.106 0.629
H -0.110 -2.140 -0.465
H -0.617 -1.421 1.685
C 2.210 3.845 0.085
C 0.998 4.554 0.780
O 0.965 4.229 2.214
H 3.021 4.233 0.701
H 2.415 4.073 -0.961
H 2.233 2.760 0.189
H 0.086 4.247 0.268
H 1.060 5.637 0.673
H 0.585 3.349 2.262
C 0.641 -6.053 -1.881
C -0.495 -5.046 -1.821
O -1.710 -5.683 -2.326
H 0.867 -6.526 -2.837
H 0.400 -6.872 -1.203
H 1.571 -5.689 -1.444
H -0.054 -4.158 -2.274
H -0.686 -4.742 -0.792
H -2.006 -5.241 -3.124
C -2.434 3.347 1.252
C -2.020 1.842 1.355
O -0.595 1.854 1.558
H -3.512 3.365 1.086
H -2.012 3.754 0.334
H -2.266 3.937 2.153
H -2.120 1.210 0.473
H -2.644 1.547 2.199
H -0.302 0.946 1.450
*
```

Values from the calculation:
- SMILES: CCO.CCO.CCO.CCO
- Frontier orbital gap: 9.91 eV
- HOMO: -0.352 Ha

Arrangement x

4 unconnected molecules or ions with the total composition C8H24O4. Source: OMol25; level of theory: the ωB97M-V functional and the def2-TZVPD basis.

Structure (ORCA input):
```
! RIJCOSX wB97M-V def2-TZVPD def2/J DEFGRID3
* xyz 0 1
C 3.282 -1.797 0.482
C 3.249 -2.479 1.864
O 1.946 -2.419 2.518
H 4.290 -1.795 0.068
H 3.013 -0.744 0.560
H 2.615 -2.319 -0.204
H 4.030 -2.162 2.556
H 3.496 -3.539 1.806
H 2.156 -2.692 3.414
C 3.730 5.466 -3.984
C 3.067 5.131 -2.705
O 3.918 5.474 -1.606
H 3.915 6.540 -3.980
H 3.121 5.136 -4.825
H 4.661 4.910 -4.088
H 2.820 4.070 -2.714
H 2.170 5.711 -2.487
H 4.313 6.342 -1.720
C -2.216 2.181 0.171
C -2.024 1.055 1.136
O -1.302 0.018 0.416
H -1.311 2.591 -0.278
H -2.772 2.990 0.643
H -2.822 1.923 -0.697
H -2.987 0.698 1.504
H -1.462 1.242 2.051
H -0.679 -0.372 1.034
C -5.270 -5.106 1.571
C -4.183 -4.492 0.748
O -4.829 -3.547 -0.049
H -5.701 -4.405 2.287
H -4.875 -5.975 2.097
H -6.109 -5.593 1.075
H -3.654 -5.202 0.112
H -3.346 -4.059 1.296
H -4.250 -2.782 -0.075
*
```

Values from the calculation:
- SMILES: CCO.CCO.CCO.CCO
- Frontier orbital gap: 10.58 eV
- HOMO: -0.366 Ha

Most stable: arrangement w (next structure +0.090 eV)